14
Properties=species:S:1:pos:R:3:forces:R:3 method="wB97M-V/def2-TZVPD" e_above_lowest_ev=3.797 gap_ev=8.87
C -2.09056 -0.33214 -0.55797 -0.02 0.02 0.00
C -0.59226 -0.24145 -0.34736 -0.02 -0.18 -0.15
O -0.37767 0.85432 0.52448 -0.02 0.09 0.03
C 0.84899 1.13456 1.06553 0.14 0.11 0.11
C 2.09714 0.76596 0.84001 0.57 -0.03 0.07
O 3.25337 0.54776 0.81059 -0.97 0.17 -0.01
H -2.47350 0.61785 -0.94110 0.04 -0.12 0.04
H -2.59528 -0.55411 0.38637 0.05 0.03 -0.12
H -2.33252 -1.11962 -1.27840 0.07 0.09 0.10
H -0.20329 -1.17292 0.08878 -0.03 0.20 0.01
H -0.07685 -0.07824 -1.30546 -0.05 0.02 0.19
H 0.78883 1.90544 1.82576 0.04 -0.05 0.01
H 1.97683 -0.84831 -1.04741 0.09 -0.21 -0.09
H 1.88368 -1.30826 -0.47434 0.12 -0.13 -0.19

14
Properties=species:S:1:pos:R:3:forces:R:3 method="wB97M-V/def2-TZVPD" e_above_lowest_ev=1.477 gap_ev=10.37
C 0.83497 0.16510 -0.98681 -0.04 0.07 0.01
C -0.45647 0.12748 -0.65080 0.08 -0.03 0.07
C -0.99336 -0.40373 0.64900 0.01 0.02 0.02
C -1.44813 0.65444 -1.61873 -0.60 0.02 0.11
O -2.64416 0.69266 -1.40816 0.74 -0.04 -0.12
H 1.62017 -0.16366 -0.30710 -0.19 0.04 -0.21
H 1.14194 0.56124 -1.95349 -0.09 -0.05 0.12
H -1.64448 0.33169 1.13164 0.09 -0.07 -0.08
H -0.17862 -0.66757 1.32916 -0.15 0.01 -0.13
H -1.60809 -1.29252 0.47650 0.07 0.09 0.00
H -1.02551 1.03437 -2.57098 -0.02 -0.04 0.06
O 2.46977 -0.26228 1.78869 0.02 -0.08 0.06
H 1.78892 0.35449 2.07620 0.03 0.02 0.05
H 2.14304 -1.13171 2.04489 0.06 0.05 0.05